C20H22ClO11P2PtSi | ωB97M-V with the def2-TZVPD basis set

Properties
Net charge: -1
Energy above the lowest of the compared OMol25 structures with the same formula, charge and spin in kcal per mole: 13.54
Max |F| in eV/Å: 0.95
Frontier orbital gap (spin up / spin down) in eV: 7.953 / 7.328
HOMO level (spin up / spin down) in eV: -5.45 / -6.38
Multiplicity: 3

Last column: Löwdin charge in e.
CARTESIAN COORDINATES (ANGSTROEM)
Pt: -0.585 1.416 0.458  1.0775
C: 2.381 5.025 -2.010  -0.0641
C: 1.853 4.233 -0.825  -0.5974
O: 2.441 4.732 0.389  -0.0588
P: 2.337 2.483 -0.921  0.4588
O: 3.911 2.455 -1.221  -0.1029
O: 1.721 1.942 -2.284  -0.1361
O: 1.993 1.695 0.290  -0.3476
P: 0.016 4.377 -0.610  0.3304
O: -0.448 3.393 -1.858  -0.2168
O: -0.446 5.757 -0.820  -0.2801
O: -0.270 3.656 0.704  -0.4310
H: 3.472 5.015 -2.010  0.0814
H: 2.022 6.051 -1.931  0.0847
H: 2.022 4.598 -2.948  0.0856
H: 1.912 4.394 1.128  0.0822
H: 4.329 1.839 -0.597  0.0920
H: 0.836 2.334 -2.454  0.0502
H: -1.418 3.283 -1.848  0.0650
O: -3.545 -0.004 -0.095  -0.3213
Cl: -3.484 1.356 0.363  0.6865
O: -4.786 1.920 0.529  -0.2874
O: -2.715 1.429 1.615  -0.4090
O: -2.685 2.136 -0.612  -0.4403
C: -2.678 -2.261 4.300  -0.1046
C: -1.484 -1.556 4.398  -0.0946
C: -0.798 -1.196 3.245  -0.1227
C: -1.281 -1.533 1.974  -0.3079
C: -2.485 -2.239 1.897  -0.0946
C: -3.176 -2.603 3.049  -0.0871
Si: -0.361 -0.914 0.451  0.5638
C: -1.076 -1.716 -1.098  -0.2855
C: -1.543 -0.952 -2.171  -0.1140
C: -2.057 -1.552 -3.316  -0.0877
C: -2.120 -2.936 -3.405  -0.1057
C: -1.665 -3.716 -2.347  -0.0981
C: -1.146 -3.108 -1.210  -0.1019
C: 1.354 -1.693 0.576  -0.2654
C: 2.398 -1.303 -0.272  -0.1059
C: 3.653 -1.890 -0.190  -0.0956
C: 3.893 -2.894 0.744  -0.1078
C: 2.866 -3.312 1.579  -0.0971
C: 1.611 -2.712 1.497  -0.0978
H: -3.226 -2.530 5.197  0.0926
H: -1.095 -1.280 5.373  0.0962
H: 0.133 -0.636 3.333  0.1056
H: -2.899 -2.488 0.925  0.0956
H: -4.113 -3.144 2.968  0.0967
H: -1.527 0.131 -2.101  0.0730
H: -2.419 -0.938 -4.134  0.0982
H: -2.528 -3.407 -4.292  0.0923
H: -1.714 -4.799 -2.411  0.0941
H: -0.785 -3.730 -0.393  0.1047
H: 2.221 -0.537 -1.021  0.0833
H: 4.448 -1.569 -0.855  0.0958
H: 4.875 -3.350 0.816  0.0923
H: 3.040 -4.105 2.299  0.0947
H: 0.821 -3.046 2.162  0.0933

Atomic forces in eV per Å
Pt 0.8 0.1 0.6
C 0.0 0.1 0.1
C 0.1 -0.2 0.3
O 0.0 0.0 -0.3
P -0.2 0.0 -0.3
O -0.1 -0.3 0.2
O 0.3 0.0 0.0
O 0.0 0.1 -0.1
P -0.1 0.1 0.4
O -0.5 0.2 0.0
O 0.0 0.0 -0.1
O -0.1 0.1 -0.6
H 0.0 0.0 0.0
H 0.0 0.0 0.0
H 0.0 0.0 0.1
H -0.1 -0.1 -0.1
H 0.0 0.2 -0.1
H 0.0 -0.1 0.2
H 0.3 0.0 0.0
O -0.3 0.5 0.2
Cl -0.2 -0.5 0.0
O 0.6 0.0 -0.1
O -0.2 0.0 -0.2
O -0.1 -0.2 0.0
C 0.0 0.0 -0.1
C 0.0 0.0 0.0
C -0.1 0.0 0.0
C -0.2 -0.1 0.1
C 0.1 0.0 0.1
C 0.1 0.0 0.0
Si -0.5 0.0 -0.2
C -0.2 0.0 -0.2
C 0.0 -0.1 0.0
C 0.0 0.0 0.1
C 0.0 0.0 0.1
C 0.0 0.0 0.0
C 0.0 0.0 0.0
C 0.3 0.1 0.2
C 0.0 -0.1 -0.1
C 0.0 0.0 0.0
C -0.1 0.0 0.0
C 0.0 0.0 -0.1
C 0.1 0.0 -0.1
H 0.0 0.0 0.0
H 0.0 0.0 -0.1
H -0.1 -0.1 0.0
H 0.0 0.0 0.1
H 0.0 0.0 0.0
H 0.0 -0.1 0.0
H 0.0 0.0 0.0
H 0.0 0.0 0.0
H 0.0 0.1 0.0
H 0.0 0.1 -0.1
H 0.0 0.0 0.1
H 0.0 0.0 0.0
H 0.0 0.0 0.0
H 0.0 0.0 0.0
H 0.1 0.0 0.0

=====

C20H22ClO11P2PtSi | ωB97M-V with the def2-TZVPD basis set

Properties
Net charge: -1
Energy above the lowest of the compared OMol25 structures with the same formula, charge and spin in kcal per mole: 10.71
Max |F| in eV/Å: 1.55
Frontier orbital gap (spin up / spin down) in eV: 7.466 / 8.106
HOMO level (spin up / spin down) in eV: -5.02 / -6.59
Multiplicity: 3

Last column: Löwdin charge in e.
CARTESIAN COORDINATES (ANGSTROEM)
Pt: 0.019 -0.106 -1.199  0.9581
C: -0.552 -1.089 -4.194  -0.0596
C: 0.171 0.226 -4.375  -0.6088
O: 0.290 0.545 -5.737  -0.0530
P: -0.732 1.642 -3.602  0.4746
O: 0.161 2.923 -3.817  -0.0907
O: -1.935 1.999 -4.596  -0.0967
O: -1.321 1.503 -2.236  -0.3647
P: 1.864 0.410 -3.597  0.2937
O: 2.512 -1.048 -3.458  -0.1130
O: 2.616 1.240 -4.569  -0.2820
O: 1.661 1.036 -2.229  -0.4120
H: -1.463 -1.099 -4.795  0.0939
H: -0.838 -1.243 -3.152  0.0262
H: 0.085 -1.912 -4.519  0.0985
H: 1.185 0.921 -5.839  0.0742
H: 1.107 2.728 -3.773  0.0573
H: -2.748 1.626 -4.261  0.0773
H: 2.162 -1.554 -2.713  0.0254
O: 0.996 -2.424 -1.463  -0.4209
Cl: -0.156 -3.107 -0.918  0.6187
O: -0.259 -4.382 -1.515  -0.2923
O: -0.022 -3.211 0.481  -0.3055
O: -1.313 -2.330 -1.250  -0.3993
C: -0.914 4.372 2.762  -0.1081
C: -1.748 3.794 1.820  -0.0947
C: -1.478 2.526 1.342  -0.1053
C: -0.380 1.800 1.794  -0.2583
C: 0.443 2.396 2.743  -0.1044
C: 0.185 3.668 3.220  -0.0998
Si: -0.076 0.021 1.124  0.6502
C: -1.542 -0.946 1.904  -0.2744
C: -2.743 -0.993 1.200  -0.1254
C: -3.831 -1.693 1.687  -0.0889
C: -3.738 -2.372 2.891  -0.1030
C: -2.553 -2.330 3.606  -0.0958
C: -1.469 -1.621 3.117  -0.1011
C: 1.671 -0.502 1.715  -0.2758
C: 1.954 -1.743 2.278  -0.1067
C: 3.249 -2.084 2.624  -0.0887
C: 4.286 -1.193 2.410  -0.1024
C: 4.026 0.032 1.817  -0.0916
C: 2.734 0.366 1.462  -0.1239
H: -1.114 5.370 3.129  0.0929
H: -2.604 4.343 1.451  0.0969
H: -2.120 2.089 0.594  0.0882
H: 1.300 1.855 3.115  0.0891
H: 0.847 4.118 3.948  0.0954
H: -2.807 -0.486 0.246  0.0857
H: -4.751 -1.727 1.119  0.0978
H: -4.580 -2.940 3.266  0.0935
H: -2.472 -2.858 4.548  0.0955
H: -0.549 -1.604 3.681  0.0937
H: 1.156 -2.456 2.405  0.0774
H: 3.454 -3.058 3.049  0.0983
H: 5.298 -1.459 2.680  0.0934
H: 4.835 0.722 1.615  0.0985
H: 2.536 1.306 0.967  0.1025

Atomic forces in eV per Å
Pt -0.1 0.4 0.5
C -0.1 0.0 0.0
C 0.2 0.5 0.6
O 0.1 -0.1 -0.5
P -0.7 0.9 -0.6
O -0.3 0.0 -0.2
O 0.3 0.0 -0.3
O 0.3 -0.7 0.3
P 0.8 -0.7 -0.1
O -0.1 0.4 -0.4
O 0.0 0.1 -0.3
O -0.6 -0.3 0.5
H 0.0 0.1 0.0
H 0.0 -0.2 -0.2
H 0.0 0.0 0.1
H 0.0 0.1 0.0
H 0.4 0.1 0.0
H -0.4 -0.1 0.2
H -0.1 -0.2 0.2
O 1.2 0.9 -0.4
Cl -0.2 -1.3 0.0
O 0.0 -0.9 -0.5
O 0.1 0.0 1.1
O -1.1 0.9 -0.3
C 0.0 0.1 0.0
C -0.1 0.1 0.0
C 0.0 -0.1 -0.1
C 0.3 -0.5 -0.4
C 0.1 -0.1 0.0
C 0.0 0.2 0.2
Si 0.0 0.3 0.9
C 0.6 0.1 -0.5
C 0.1 0.1 0.0
C -0.2 0.0 0.0
C -0.1 0.0 0.0
C 0.0 -0.1 0.2
C 0.1 0.1 0.0
C -0.7 0.1 -0.2
C -0.1 0.0 0.0
C 0.1 -0.1 0.1
C 0.1 0.0 0.0
C 0.2 0.1 0.0
C -0.2 0.0 0.0
H 0.0 0.1 0.0
H -0.1 0.0 0.0
H -0.2 0.0 -0.2
H 0.1 0.0 0.1
H 0.0 0.0 0.1
H -0.1 0.0 -0.1
H -0.1 0.0 -0.1
H 0.0 0.0 0.0
H 0.0 0.0 0.0
H 0.1 0.0 0.1
H 0.0 -0.1 0.1
H 0.0 0.0 0.0
H 0.1 0.0 0.0
H 0.0 0.0 0.0
H 0.0 0.2 -0.1

=====

C20H22F2N2OS | ωB97M-V with the def2-TZVPD basis set

Properties
Energy above the lowest of the compared OMol25 structures with the same formula, charge and spin in kcal per mole: 409.82
Max |F| in eV/Å: 16.69
Frontier orbital gap in eV: 7.877
HOMO level in eV: -7.77

Last column: Löwdin charge in e.
CARTESIAN COORDINATES (ANGSTROEM)
O: -2.107 -0.234 -2.291  0.1593
C: -2.171 -0.451 -1.183  -0.5254
N: -2.853 0.492 -0.407  -0.0554
C: -2.923 0.284 1.037  -0.1746
H: -3.770 0.747 1.303  0.0925
C: -1.693 0.708 1.684  -0.1017
H: -0.924 0.134 1.289  0.0852
H: -1.614 0.547 2.567  0.0094
C: -1.464 2.325 1.399  -0.1657
C: -1.568 2.792 0.067  -0.2030
C: -3.140 3.094 -0.318  -0.0556
H: -3.788 3.244 0.436  0.0645
H: -3.206 3.510 -1.180  0.0258
C: -3.564 1.682 -0.933  -0.1222
H: -3.324 1.548 -2.156  0.1754
H: -4.748 1.511 -0.767  0.1479
H: -1.159 3.686 0.092  0.0576
H: -1.082 2.176 -0.554  0.0808
H: -0.286 2.625 1.753  0.1630
H: -2.117 2.879 2.286  0.1600
H: -3.191 -0.722 1.283  0.1111
C: -1.859 -1.568 -0.386  -0.0894
C: -2.552 -2.563 0.011  -0.0742
C: -2.045 -3.769 0.672  0.0412
C: -0.606 -3.785 0.287  -0.0837
C: 0.295 -2.947 -0.003  -0.1360
C: -0.335 -1.999 -0.541  0.0423
N: 0.461 -0.659 -1.160  0.1450
C: 1.590 -0.412 -0.656  -0.3315
C: 2.256 -0.667 0.565  -0.0352
C: 3.475 -0.020 0.774  -0.1177
C: 4.142 0.597 -0.225  -0.6102
C: 3.662 0.950 -1.321  -0.1280
C: 2.366 0.290 -1.693  0.0575
H: 1.925 0.571 -2.633  0.0926
H: 4.230 1.712 -2.007  0.1510
S: 5.830 1.234 0.147  0.9953
C: 6.749 -0.244 0.142  -0.6808
F: 6.557 -0.554 -1.400  -0.2098
F: 6.249 -1.205 0.694  0.1299
H: 7.897 -0.150 0.218  0.1464
H: 3.749 -0.255 2.036  0.2021
H: 1.566 -1.237 1.253  0.1236
H: -0.063 -0.508 -1.894  0.0426
H: 1.176 -3.044 -0.088  0.0421
H: -0.003 -4.913 0.930  0.1941
H: -2.533 -4.711 0.929  0.0975
H: -3.489 -2.721 -0.057  0.0646

Atomic forces in eV per Å
O 2.2 0.1 -9.7
C -4.9 3.3 7.9
N -0.5 -0.1 1.1
C 0.6 -1.4 -1.6
H -3.0 2.5 1.5
C -0.2 5.6 -9.4
H 1.8 -0.8 -1.3
H 0.3 -1.6 11.1
C 2.6 -1.8 7.3
C -6.4 1.4 0.4
C 4.6 -7.9 0.8
H -1.7 1.4 2.6
H -0.5 4.5 -4.8
C -1.4 -2.1 -2.4
H -0.8 0.9 3.4
H 2.5 0.3 -0.5
H 2.3 4.4 -0.5
H 1.5 -2.2 -2.8
H -3.0 -1.2 -0.6
H 1.4 -1.1 -2.6
H 0.2 -0.7 0.1
C 9.3 -2.3 -2.6
C 1.2 -5.6 3.9
C 5.5 2.2 -4.3
C -5.5 -12.7 9.4
C -5.4 2.1 -0.4
C -4.2 13.1 -3.1
N -5.5 -8.3 6.8
C 7.4 3.5 -3.6
C -2.2 0.2 -0.4
C -1.9 -4.0 6.0
C 6.2 0.1 7.3
C -5.6 1.2 -9.6
C 3.0 2.3 2.7
H -0.3 -0.2 -0.2
H -1.3 -2.0 1.1
S -0.7 1.6 1.3
C 2.9 3.8 -6.5
F 1.0 -0.5 1.9
F -2.0 -5.0 3.2
H -1.9 0.0 0.2
H 0.2 1.2 -4.3
H 1.6 0.9 0.1
H -1.8 2.1 -5.3
H 11.8 -1.8 -0.7
H -1.9 2.9 -2.2
H -0.1 0.8 -0.1
H -7.2 0.5 -0.6